Below is a structure of composition C28H38F5GeIrO5Se4, with properties calculated with wB97M-V/def2-TZVPD.

Properties
HOMO level (spin up / spin down)	-4.5 / -4.5	eV
2S+1	2
⟨S²⟩	0.76
LUMO (spin up / spin down)	1.9 / 0.6	eV
charge	-1

The geometry in XYZ format:
```
82
C28H38F5GeIrO5Se4 wB97M-V/def2-TZVPD
H -1.53 -5.37 -0.19
H -6.02 0.90 -0.61
C -1.72 -6.58 2.22
H -0.30 -5.13 -1.79
H -2.32 -2.66 0.95
C 0.86 0.39 -4.22
C 1.29 0.19 -5.53
C -1.55 -5.09 1.93
C 3.95 1.39 1.46
H -1.21 1.05 5.09
H -0.73 -0.66 5.11
H -3.73 0.66 -0.30
C 2.01 -5.89 -0.60
H 0.12 -2.61 -2.60
H 1.68 -6.47 -2.64
C -0.74 0.22 3.15
Se 1.12 2.42 1.11
H 0.50 0.59 4.86
H 3.44 3.47 1.23
C 4.09 1.06 -0.03
C -4.64 -0.03 1.52
H 3.95 -0.75 1.81
C -0.98 -0.28 -6.17
H 5.10 0.69 -0.21
C -2.04 -4.73 0.54
H 0.32 -4.72 -3.38
H -2.11 -4.51 2.67
O 0.27 0.11 2.43
H -2.35 -3.04 -0.75
C -4.42 -0.27 2.90
C -0.54 0.31 4.65
Se 2.92 -0.34 -0.80
H 5.87 0.12 2.73
C 0.55 -4.69 -2.31
H 2.66 -5.02 -2.45
C -2.07 0.25 2.64
C 0.36 -0.13 -6.51
H 2.39 0.04 2.10
F 2.58 0.33 -5.85
H 1.74 -2.91 -2.01
F -1.88 -0.58 -7.12
C -1.38 -0.11 -4.85
C -1.83 -3.27 0.19
C -6.18 -0.13 -0.28
H -5.25 -0.60 3.50
H -7.24 -0.39 -0.40
H -2.76 -6.86 2.14
H -0.50 -4.82 2.01
Se 1.05 3.90 -0.53
C 3.47 0.15 2.23
F 1.76 0.76 -3.30
O -1.38 1.09 0.51
C 1.79 -5.54 -2.06
C -3.61 0.41 0.74
C 3.03 2.58 1.71
C -2.30 0.59 1.26
H -5.57 -0.80 -0.88
O 3.78 0.27 3.62
H 1.15 -6.43 -0.20
H -1.15 -7.17 1.50
C -3.18 -0.12 3.43
H -1.37 -6.82 3.22
H 3.16 -0.30 4.09
H 5.80 2.53 1.30
C 5.35 1.81 1.99
Ge 0.07 -2.59 -0.06
H 5.22 2.30 2.96
H 0.88 -3.49 0.91
F -2.67 -0.26 -4.53
C 0.69 -3.22 -1.89
H 3.93 1.95 -0.63
H 2.96 2.75 2.79
Se -1.07 0.56 -2.08
H -3.02 -0.33 4.48
H 2.89 -6.52 -0.48
O 6.25 0.75 2.10
H -3.11 -4.96 0.47
H 2.14 -4.99 -0.01
C -0.47 0.24 -3.84
Ir 0.48 -0.14 -0.07
F 0.75 -0.29 -7.79
O -5.91 -0.26 1.10
```

***

Below is a structure of composition C28H38FeN8O2S2, with properties calculated with wB97M-V/def2-TZVPD.

Properties
HOMO level (spin up / spin down)	-6.6 / -6.6	eV
2S+1	5
⟨S²⟩	6.04
LUMO (spin up / spin down)	-1.6 / -1.7	eV

The geometry in XYZ format:
```
79
C28H38FeN8O2S2 wB97M-V/def2-TZVPD
N 10.52 13.11 11.43
H 8.47 14.53 11.97
H 8.13 11.35 6.94
C 5.74 7.12 10.53
C 6.79 7.89 8.05
H 16.01 12.66 7.83
C 5.46 8.42 9.97
H 5.07 7.73 12.37
C 6.33 6.16 9.67
H 5.75 9.71 8.27
H 8.98 12.72 13.02
H 11.15 11.82 5.20
C 9.67 16.71 9.72
N 10.93 10.55 7.61
H 11.85 12.15 9.99
H 10.65 16.06 7.85
C 12.21 10.12 7.73
C 6.87 6.54 8.44
H 13.50 12.33 4.99
C 14.74 14.90 7.32
H 11.61 11.36 11.53
H 9.64 17.77 9.45
N 8.33 12.41 7.29
N 8.75 9.63 7.58
C 9.08 16.30 10.89
H 12.82 14.45 10.77
H 12.62 12.78 11.53
H 7.94 12.46 8.17
C 11.73 12.32 11.06
C 14.46 15.42 9.72
C 10.09 9.49 7.42
H 7.40 5.85 7.83
H 15.26 12.56 5.28
H 7.36 12.17 4.76
H 13.00 10.77 8.05
N 5.39 6.93 11.85
H 10.56 12.12 13.21
Fe 10.33 12.45 7.50
C 14.34 12.12 5.67
C 10.11 14.16 10.64
H 14.94 15.75 10.64
O 6.88 9.39 6.00
H 4.88 9.18 10.51
C 13.58 14.00 7.32
C 7.83 13.45 6.38
H 6.49 5.07 9.99
H 5.54 6.07 12.39
H 15.41 14.96 6.45
N 10.36 12.32 5.63
C 10.57 14.48 9.29
C 10.04 13.02 12.86
C 12.81 13.99 8.65
H 12.89 14.14 6.48
C 13.37 14.57 9.82
H 15.18 11.03 7.74
H 10.28 13.86 13.48
C 12.35 8.77 7.52
C 9.46 12.57 4.54
H 13.26 8.20 7.46
H 9.38 11.71 3.83
C 10.31 15.80 8.86
H 7.65 13.84 4.27
C 15.03 12.12 7.95
H 14.48 11.04 5.80
H 6.79 13.76 6.65
N 11.48 13.70 8.62
O 8.49 7.46 6.15
H 8.41 14.33 6.64
H 8.73 17.08 11.61
C 7.98 13.03 4.94
H 9.84 13.45 3.94
N 14.07 12.58 7.04
S 7.78 8.57 6.76
C 15.08 15.63 8.47
C 9.06 14.94 11.16
H 15.89 16.39 8.36
C 5.97 8.76 8.76
H 14.78 12.16 9.03
S 11.01 7.99 6.90
```

***

Below is a structure of composition C28H38N4P2Pb, with properties calculated with wB97M-V/def2-TZVPD.

Properties
HOMO level	-8.3	eV
LUMO	-0.7	eV

The geometry in XYZ format:
```
73
C28H38N4P2Pb wB97M-V/def2-TZVPD
C -2.03 -3.22 2.03
H 0.93 -0.28 -1.25
N -1.56 -1.90 2.05
H -1.77 -2.23 -0.54
C -2.66 -1.61 -0.31
H -2.72 -3.56 1.27
Pb 0.13 3.90 0.92
C -0.56 -3.02 3.75
N -3.78 -0.63 1.96
C -5.96 -1.10 2.37
C 6.25 0.17 0.70
H -1.61 -4.97 3.27
H 2.41 0.03 2.97
H 1.76 3.02 3.17
H 0.75 4.46 3.52
H 1.72 6.13 0.19
H 4.29 2.58 -0.98
C 1.42 4.00 2.78
C 3.11 0.07 2.12
C -4.33 0.47 2.64
H -6.38 0.85 3.40
H 2.51 1.87 1.17
P -1.73 0.34 -2.11
C 4.58 1.55 -0.61
N -2.36 0.64 -3.77
N -0.62 -0.98 -2.57
H 6.66 0.67 1.58
C -3.17 0.76 -5.90
P -2.17 -0.53 1.13
H -4.57 -2.58 1.44
H -6.91 -1.61 2.34
H 2.26 -2.54 -2.02
H -0.18 -0.84 3.30
C 1.27 -2.22 -2.33
C 2.60 0.80 0.91
H 5.81 -1.76 1.46
C -5.67 0.20 2.90
H -3.45 -1.46 -2.32
H -2.26 -1.10 -5.07
H 7.09 -0.41 0.27
H -3.82 2.91 -5.71
H 2.33 4.81 -0.87
C -0.78 -2.16 -3.30
H 2.86 4.89 0.83
H -3.49 -2.29 -0.07
C -0.67 -1.78 3.12
H 4.63 -0.94 3.26
C -1.43 -3.93 3.06
C -3.38 2.03 -5.26
H -1.70 -2.39 -3.82
H 2.61 1.01 -1.18
H -2.90 2.63 -3.14
C 5.21 -0.90 1.13
C 4.29 -0.56 2.27
H -3.72 1.32 2.86
H -3.42 0.50 -6.91
C 5.82 1.26 -0.23
H 0.59 -3.84 -3.73
C -2.91 1.93 -3.96
H 4.65 -1.23 0.25
H 6.63 1.97 -0.47
H 0.06 -3.25 4.60
C -2.56 -0.07 -4.95
C 0.63 -1.05 -1.93
C 3.35 0.70 -0.43
C 2.00 5.06 0.15
H 2.29 4.66 2.67
H -3.94 -0.10 -1.25
H 1.58 0.40 0.74
C -4.77 -1.60 1.86
C 0.39 -2.91 -3.22
H 3.55 -0.33 -0.69
C -3.10 -0.78 -1.52
```

***

These records have ΔE to the lowest compared entry with this formula, charge and spin values of 56.5 96.6 0.0 kcal/mol, in the order they appear.